# 1
89
Properties=species:S:1:pos:R:3 method="wB97M-V/def2-TZVPD" lumo_energy_ev=-0.3 charge=-1 homo_lumo_gap_ev=4.3045
N -2.989 -2.854 4.181
B -2.974 -2.120 2.843
Br -2.016 -3.265 1.439
C -4.459 -1.682 2.309
C -5.628 -2.352 3.049
C -6.437 -1.412 3.886
F -5.894 -1.247 5.156
P -1.877 -0.479 2.984
S -1.916 0.757 1.414
H -3.581 -2.387 4.858
H -2.071 -2.881 4.608
H -4.563 -0.613 2.409
H -4.520 -1.914 1.267
H -5.325 -3.203 3.639
H -6.324 -2.726 2.312
H -7.445 -1.787 3.998
H -6.492 -0.455 3.394
H -2.191 0.211 4.178
H -0.536 -0.885 3.151
C 2.351 -0.122 1.393
C 2.999 -0.574 2.474
C 4.458 -0.310 2.691
O 4.973 -0.741 3.710
C 5.191 0.435 1.686
C 4.545 0.884 0.604
C 3.076 0.645 0.391
O 2.578 1.104 -0.617
O 5.137 1.570 -0.362
O 2.407 -1.281 3.429
H 1.294 -0.301 1.229
H 6.248 0.596 1.847
H 4.433 1.772 -1.012
H 3.092 -1.480 4.093
C -4.548 0.381 -3.346
C -4.965 1.351 -4.164
C -5.163 2.759 -3.693
O -5.528 3.593 -4.509
C -4.900 3.062 -2.301
C -4.484 2.092 -1.469
C -4.283 0.680 -1.945
O -3.933 -0.131 -1.121
O -4.214 2.305 -0.197
O -5.239 1.141 -5.455
H -4.407 -0.637 -3.680
H -5.045 4.082 -1.975
H -3.837 1.473 0.186
H -5.505 2.011 -5.808
C 9.232 -2.895 2.287
C 9.707 -4.081 2.679
C 9.188 -4.780 3.900
O 9.669 -5.866 4.177
C 8.155 -4.128 4.679
C 7.668 -2.935 4.296
C 8.179 -2.240 3.057
O 7.707 -1.166 2.746
O 6.731 -2.323 4.981
O 10.664 -4.734 2.030
H 9.599 -2.385 1.408
H 7.799 -4.637 5.562
H 6.481 -1.491 4.529
H 10.806 -5.562 2.529
C -10.545 0.697 -1.166
C -9.212 0.820 -1.228
C -8.493 0.983 -2.539
O -7.285 1.106 -2.514
C -9.277 0.980 -3.764
C -10.607 0.853 -3.697
C -11.329 0.715 -2.388
O -12.543 0.622 -2.419
O -11.390 0.840 -4.768
O -8.439 0.812 -0.157
H -11.074 0.583 -0.231
H -8.747 1.082 -4.701
H -12.302 0.740 -4.430
H -7.518 0.917 -0.468
C 8.058 3.620 -5.386
C 8.618 2.461 -5.020
C 8.280 1.789 -3.720
O 8.824 0.730 -3.474
C 7.331 2.442 -2.833
C 6.771 3.602 -3.198
C 7.092 4.263 -4.508
O 6.531 5.309 -4.772
O 5.896 4.251 -2.443
O 9.505 1.816 -5.765
H 8.293 4.110 -6.320
H 7.102 1.958 -1.893
H 5.643 5.051 -2.944
H 9.738 1.009 -5.266

# 2
74
Properties=species:S:1:pos:R:3 method="wB97M-V/def2-TZVPD" lumo_energy_ev="1.6 / 1.6" charge=-1 homo_lumo_gap_ev="3.2403 / 3.1885"
Pd -2.348 0.697 1.533
C -2.019 5.209 -1.749
C -1.249 5.337 -0.604
C -1.629 4.663 0.595
C -2.681 3.691 0.549
C -3.448 3.540 -0.666
C -3.124 4.264 -1.761
N -2.885 2.808 1.590
C -2.841 3.270 2.833
C -2.922 4.613 3.268
C -2.977 4.928 4.661
C -3.182 3.893 5.563
C -3.215 2.562 5.196
C -3.035 2.249 3.838
N -2.761 0.992 3.493
N -2.877 0.039 4.380
C -3.085 -1.101 3.678
C -3.675 -2.230 4.356
C -4.219 -3.255 3.599
C -4.153 -3.106 2.191
C -3.517 -1.973 1.620
N -3.036 -1.001 2.314
H -1.897 5.851 -2.607
H -0.331 5.951 -0.623
H -1.019 4.717 1.514
H -4.221 2.782 -0.594
H -3.611 4.006 -2.696
H -3.032 5.407 2.507
H -2.937 6.008 4.975
H -3.359 4.179 6.615
H -3.189 1.673 5.826
H -3.660 -2.229 5.440
H -4.724 -4.105 4.026
H -4.494 -3.888 1.537
H -3.260 -1.946 0.555
C 7.228 -5.024 -6.453
O 7.408 -4.675 -5.001
C 6.508 -3.799 -4.430
C 5.381 -3.271 -5.087
C 4.403 -2.603 -4.324
C 4.498 -2.455 -2.944
C 5.707 -2.943 -2.326
C 6.719 -3.484 -3.069
C 3.425 -1.839 -2.156
N 3.492 -1.550 -0.852
C 2.248 -1.036 -0.506
C 1.447 -0.967 -1.678
N 2.185 -1.444 -2.716
C 0.131 -0.392 -1.722
C -0.625 -0.178 -2.852
C -1.990 0.126 -2.688
C -2.483 0.216 -1.406
N -1.721 0.231 -0.316
C -0.426 -0.162 -0.448
C 0.388 -0.242 0.754
N -0.286 -0.033 1.900
C 0.402 -0.099 3.076
C 1.736 -0.598 3.126
C 2.476 -0.722 1.942
C 1.760 -0.577 0.715
H 7.829 -5.884 -6.591
H 7.514 -4.205 -7.112
H 6.129 -5.328 -6.527
H 5.235 -3.517 -6.168
H 3.573 -2.151 -4.872
H 5.724 -2.795 -1.297
H 7.577 -3.886 -2.531
H 1.858 -1.779 -3.639
H -0.154 -0.142 -3.829
H -2.664 0.337 -3.524
H -3.568 0.213 -1.311
H -0.120 0.167 3.984
H 2.158 -0.959 4.069
H 3.509 -1.042 1.857